Density functional theory data (ωB97M-V with the def2-TZVPD basis set) for a 12-piece molecular cluster, C46H115N5O7 overall.

The geometry in XYZ format:
```
173
Properties=species:S:1:pos:R:3:forces:R:3:lowdin_charge:R:1
C -15.822 -14.247 -22.545 0.2 0.8 0.3 -0.08
C -14.362 -14.128 -23.032 -1.4 -0.3 0.6 -0.27
N -13.469 -14.859 -22.114 0.4 1.6 -1.2 -0.18
C -13.269 -14.020 -20.877 -0.7 -1.2 0.1 -0.23
C -13.818 -14.804 -19.675 1.1 0.7 0.1 -0.08
C -12.216 -14.988 -22.870 0.6 -1.3 1.3 -0.26
C -11.257 -15.952 -22.053 -0.8 1.4 -1.3 -0.06
H -16.563 -13.773 -23.189 0.2 -0.2 -0.4 0.07
H -15.933 -13.701 -21.608 0.1 0.0 0.2 0.06
H -16.115 -15.273 -22.323 0.1 -0.1 -0.2 0.05
H -14.288 -14.500 -24.054 0.1 -0.3 0.0 0.10
H -14.054 -13.083 -23.074 -0.1 0.3 -0.1 0.12
H -12.240 -13.699 -20.721 0.2 -0.4 -0.2 0.11
H -13.830 -13.087 -20.938 -0.1 0.0 -0.2 0.11
H -13.341 -14.386 -18.788 -0.6 0.3 0.4 0.06
H -14.903 -14.705 -19.679 0.1 -0.3 0.4 0.06
H -13.464 -15.835 -19.638 -0.3 -0.2 -0.5 0.06
H -11.764 -14.034 -23.140 0.4 0.5 0.7 0.12
H -12.448 -15.328 -23.879 -0.1 -0.9 0.1 0.09
H -11.816 -16.829 -21.727 0.1 -0.2 -0.3 0.05
H -10.919 -15.460 -21.141 0.2 0.0 -0.2 0.06
H -10.431 -16.178 -22.727 0.2 -0.3 0.4 0.06
C -10.495 -12.252 -15.260 -0.4 0.5 0.8 -0.08
C -10.736 -13.747 -15.107 0.4 -0.2 -1.0 -0.27
N -12.076 -14.246 -15.447 0.4 -0.5 1.0 -0.16
C -12.156 -15.647 -14.941 0.1 -0.3 -1.2 -0.23
C -11.030 -16.623 -15.411 -0.7 0.5 -0.7 -0.07
C -13.142 -13.513 -14.724 1.4 1.8 -1.7 -0.28
C -14.513 -13.705 -15.328 -0.3 -0.7 1.2 -0.08
H -11.252 -11.686 -15.804 -0.1 -0.5 -0.4 0.07
H -9.540 -12.097 -15.762 0.0 0.2 0.3 0.06
H -10.526 -11.766 -14.285 0.5 0.1 0.1 0.07
H -9.987 -14.167 -15.777 -0.4 -0.6 -0.4 0.09
H -10.403 -14.186 -14.167 -0.1 0.6 0.8 0.12
H -12.259 -15.608 -13.856 0.1 -0.3 0.3 0.11
H -13.097 -15.975 -15.380 -0.1 -0.6 0.3 0.09
H -10.036 -16.436 -15.005 -0.2 0.0 0.1 0.07
H -11.269 -17.681 -15.300 -0.2 0.2 0.7 0.03
H -10.975 -16.557 -16.498 0.3 0.4 -0.3 0.07
H -12.930 -12.453 -14.861 0.2 0.2 -0.3 0.09
H -13.027 -13.559 -13.641 -0.6 -0.9 0.4 0.12
H -15.162 -12.964 -14.863 -0.3 -0.2 0.0 0.08
H -14.828 -14.707 -15.036 -0.6 0.0 -0.2 0.06
H -14.599 -13.600 -16.410 0.5 0.0 0.1 0.07
C -13.433 -20.587 -22.259 1.2 -0.5 2.2 -0.08
C -14.534 -20.472 -23.247 -0.9 0.2 -0.1 -0.15
N -15.412 -19.287 -22.905 3.3 1.6 -0.3 0.07
C -15.761 -18.935 -21.510 0.2 -0.7 -0.2 -0.20
C -16.735 -19.908 -20.950 -1.0 0.2 0.6 -0.05
C -14.815 -18.071 -23.580 -2.4 0.3 -0.8 -0.15
C -15.208 -17.922 -25.096 0.9 -1.0 1.0 -0.02
H -12.526 -21.043 -22.654 -0.3 -0.2 -0.4 0.11
H -13.760 -21.224 -21.437 0.2 0.1 0.2 0.09
H -13.065 -19.667 -21.805 -0.2 0.3 -0.2 0.07
H -14.007 -20.318 -24.188 -1.1 0.2 -0.4 0.13
H -15.091 -21.408 -23.198 -0.3 0.2 -0.5 0.14
H -14.822 -18.929 -20.957 0.4 -0.3 0.0 0.13
H -16.056 -17.892 -21.395 -0.4 -0.1 -0.7 0.13
H -16.346 -20.909 -20.767 0.0 0.0 -0.3 0.09
H -17.109 -19.516 -20.004 0.1 -0.1 0.1 0.09
H -17.598 -19.893 -21.616 -0.1 -0.5 0.1 0.09
H -13.767 -18.104 -23.282 0.1 0.3 -0.3 0.13
H -15.376 -17.244 -23.145 0.8 0.1 0.4 0.09
H -14.593 -18.536 -25.755 -0.1 0.0 0.0 0.07
H -15.089 -16.880 -25.394 -0.2 -0.1 0.1 0.08
H -16.244 -18.258 -25.132 0.0 0.3 -0.4 0.09
C -4.477 -20.958 -11.999 -0.6 -0.2 0.1 -0.08
C -5.955 -21.352 -12.189 0.3 0.4 -1.3 -0.24
N -6.585 -20.662 -13.344 -0.5 -1.1 -0.7 -0.19
C -7.852 -21.371 -13.718 0.9 -1.3 0.4 -0.22
C -7.608 -22.818 -14.236 -1.0 -0.2 -0.7 -0.08
C -6.688 -19.260 -13.032 -0.5 0.3 -1.7 -0.25
C -7.329 -18.363 -14.144 -0.3 0.0 1.0 -0.07
H -4.329 -19.916 -11.716 -0.2 0.0 -0.1 0.06
H -3.931 -21.143 -12.924 0.1 -0.1 0.1 0.08
H -4.084 -21.533 -11.161 0.2 -0.2 -0.2 0.07
H -6.032 -22.407 -12.452 0.2 0.0 0.5 0.09
H -6.519 -21.140 -11.281 -0.2 -0.1 0.3 0.11
H -8.536 -20.984 -14.473 1.0 1.0 -0.5 0.08
H -8.574 -21.440 -12.904 0.1 0.0 0.9 0.10
H -7.116 -22.885 -15.206 0.5 0.5 0.1 0.07
H -8.591 -23.185 -14.532 -0.3 0.0 0.2 0.03
H -7.210 -23.637 -13.636 0.3 0.6 0.5 0.07
H -7.238 -19.208 -12.093 -0.2 0.8 0.3 0.11
H -5.671 -18.883 -12.919 -0.1 0.0 0.4 0.10
H -6.715 -18.120 -15.012 0.4 -0.4 0.2 0.06
H -8.296 -18.692 -14.525 0.0 -0.4 0.2 0.03
H -7.550 -17.421 -13.642 0.0 0.2 -0.1 0.07
C -6.865 -16.717 -23.899 -0.3 0.8 0.4 -0.07
C -7.468 -18.030 -23.346 1.2 0.4 -0.4 -0.25
N -6.956 -19.180 -24.078 -1.4 1.5 -2.1 -0.21
C -7.439 -19.202 -25.474 -0.1 -0.8 -0.1 -0.24
C -8.958 -19.324 -25.593 0.4 -0.4 0.4 -0.09
C -7.217 -20.435 -23.454 3.1 -1.3 1.1 -0.23
C -5.791 -20.829 -22.887 0.1 -0.7 1.4 -0.07
H -6.757 -16.009 -23.077 0.5 -0.1 0.3 0.06
H -7.448 -16.084 -24.568 -0.7 -0.7 -0.4 0.06
H -5.911 -16.825 -24.416 0.1 -0.4 0.4 0.08
H -7.118 -18.159 -22.322 0.0 0.1 0.1 0.11
H -8.556 -17.977 -23.306 -0.3 0.0 0.0 0.08
H -7.066 -18.407 -26.121 0.1 0.4 0.5 0.11
H -7.013 -20.101 -25.919 0.1 -0.1 0.0 0.11
H -9.231 -19.454 -26.640 -0.3 0.6 0.1 0.08
H -9.284 -20.239 -25.098 0.0 -0.2 0.1 0.06
H -9.435 -18.523 -25.028 -0.3 0.3 -0.7 0.05
H -7.450 -21.224 -24.169 -0.4 0.2 0.0 0.11
H -7.951 -20.425 -22.647 -0.2 0.1 0.0 0.10
H -5.796 -21.464 -22.002 -0.6 -0.3 0.2 0.05
H -5.183 -19.997 -22.534 -0.5 0.6 -0.3 0.06
H -5.091 -21.380 -23.515 -0.5 0.1 -0.8 0.07
C -14.211 -19.544 -17.577 -0.3 1.1 -0.2 -0.17
O -13.978 -20.225 -16.366 0.1 -0.6 -0.5 -0.10
H -13.777 -19.952 -18.490 0.7 -0.7 0.5 0.07
H -15.267 -19.478 -17.838 -0.4 0.1 0.3 0.07
H -13.806 -18.539 -17.456 -0.1 0.3 -0.4 0.08
H -14.312 -19.639 -15.682 0.0 -0.1 0.2 0.09
C -8.135 -23.425 -19.564 0.5 1.4 1.0 -0.11
O -8.278 -21.982 -19.738 -1.1 -1.0 -1.3 -0.16
H -8.898 -24.054 -20.023 -0.4 0.7 -0.1 0.07
H -7.180 -23.769 -19.962 0.1 0.0 0.2 0.07
H -8.197 -23.505 -18.479 0.2 -1.0 0.0 0.07
H -7.589 -21.546 -19.230 0.5 -0.1 0.3 0.01
C -5.351 -19.773 -19.012 -0.1 -0.5 -1.1 -0.11
O -6.040 -20.879 -18.462 -0.2 -0.3 0.7 -0.14
H -4.293 -20.028 -18.952 0.2 0.8 0.2 0.09
H -5.591 -19.788 -20.075 -0.1 0.4 0.0 0.07
H -5.699 -18.847 -18.554 0.5 0.1 0.0 0.08
H -5.609 -20.989 -17.611 -0.4 -0.5 0.3 0.09
C -11.438 -19.951 -13.984 0.2 -0.4 1.0 -0.14
O -11.439 -18.835 -13.052 0.4 -0.6 -1.3 -0.11
H -11.219 -19.740 -15.031 -0.7 1.0 0.1 0.05
H -10.627 -20.660 -13.822 0.2 -0.1 0.8 0.05
H -12.370 -20.497 -13.839 0.0 0.0 -0.5 0.07
H -11.716 -19.206 -12.211 0.0 0.0 0.1 0.08
C -10.616 -19.143 -19.483 -1.2 0.1 -0.5 -0.15
C -10.530 -19.732 -18.043 1.0 -1.0 -1.5 -0.13
C -9.116 -19.299 -17.626 -0.6 1.8 -0.7 -0.14
O -8.720 -18.378 -18.700 1.8 -0.6 1.0 -0.17
C -9.218 -18.822 -19.949 -0.1 0.8 0.8 -0.21
H -11.093 -18.165 -19.418 -0.4 0.0 -0.1 0.10
H -11.166 -19.761 -20.193 -0.2 -0.2 0.1 0.09
H -10.509 -20.815 -18.164 -0.4 -0.1 0.3 0.09
H -11.339 -19.416 -17.385 0.1 0.0 -0.1 0.08
H -8.377 -20.088 -17.493 -0.2 -0.1 -0.1 0.11
H -9.182 -18.641 -16.760 0.4 -0.2 0.2 0.10
H -8.645 -19.570 -20.497 0.0 -0.6 0.6 0.10
H -9.140 -17.925 -20.563 -0.4 0.1 -0.3 0.11
C -11.895 -23.807 -14.126 2.0 -2.1 1.1 -0.18
C -12.566 -23.138 -15.242 -0.7 1.4 -0.5 -0.17
C -11.393 -22.870 -16.281 -1.6 -0.9 1.8 -0.14
O -10.386 -23.791 -15.864 1.1 0.9 -1.1 -0.18
C -10.802 -24.644 -14.806 -0.9 0.2 -1.4 -0.19
H -12.507 -24.502 -13.551 -0.2 0.5 0.4 0.12
H -11.310 -23.118 -13.517 -0.5 0.2 0.5 0.11
H -13.025 -22.236 -14.836 0.2 0.3 -0.5 0.07
H -13.445 -23.706 -15.546 0.4 -0.3 -0.8 0.11
H -11.054 -21.840 -16.163 0.2 -0.1 -0.1 0.09
H -11.756 -23.035 -17.295 0.4 -0.1 -0.2 0.11
H -9.926 -24.978 -14.251 -0.1 0.4 0.3 0.12
H -11.200 -25.508 -15.338 -0.4 -0.5 0.5 0.12
C -7.501 -15.212 -17.579 -2.1 0.3 0.3 -0.18
C -7.097 -13.725 -17.462 -0.9 -0.7 0.0 -0.17
C -5.674 -13.811 -18.011 -2.2 0.7 1.6 -0.22
O -5.791 -14.806 -18.996 1.9 -0.2 -1.3 -0.12
C -6.984 -15.598 -18.916 1.0 0.5 -0.1 -0.20
H -8.581 -15.326 -17.672 -0.3 0.0 0.6 0.10
H -7.165 -15.854 -16.764 0.3 0.1 0.0 0.11
H -7.253 -13.288 -16.475 0.5 -0.2 0.2 0.10
H -7.745 -13.136 -18.112 0.0 0.0 -0.3 0.11
H -5.111 -14.038 -17.106 0.9 -0.6 -0.4 0.12
H -5.413 -12.797 -18.315 0.5 -0.4 -0.9 0.12
H -6.806 -16.661 -19.079 0.5 0.0 0.4 0.10
H -7.634 -15.331 -19.749 -0.3 0.4 0.0 0.11
```
Positions in Å, forces in eV/Å.

Output
E_HOMO (alpha / beta) (eV): -9.66 / -9.66
Frontier orbital gap (alpha / beta) (eV): 7.42 / 2.92
2S+1: 2
LUMO (alpha / beta) (eV): -2.247 / -6.746
Charge: +1
⟨S²⟩: 0.7542